This record from the OMol25 dataset describes a structure of composition C25H21ClN2O2Sm in a non-equilibrium geometry. The level of theory is ωB97M-V/def2-TZVPD.

```
52
Properties=species:S:1:pos:R:3:forces:R:3
C 2.1966 -2.2443 -1.5035 -0.037 -0.232 -0.137
C 2.1795 -2.0394 -2.9291 -0.448 -0.648 0.452
C 0.8258 -2.1907 -3.3774 0.565 -1.083 1.134
H 3.0316 -1.7427 -3.5294 -0.189 -0.016 0.021
C 0.0322 -2.5279 -2.2273 0.639 -0.317 -0.105
C 0.8725 -2.5727 -1.0727 0.478 0.120 -1.343
H 0.5319 -2.7722 -0.0637 0.098 0.099 -0.166
H 3.0415 -2.0161 -0.8273 -0.477 -0.415 -0.610
H 0.4786 -2.1405 -4.3954 0.014 0.237 -0.145
H -1.0351 -2.7451 -2.2042 0.301 0.202 -0.125
Sm 0.9576 -0.0808 -1.9662 -0.835 1.307 -0.238
Cl 3.2198 1.0575 -1.8224 0.285 0.150 0.347
C 1.3302 2.0699 -5.5894 0.148 -0.712 -0.138
C 0.0983 1.4315 -5.9382 0.500 -0.511 0.085
C 0.4083 0.2185 -6.6312 0.661 0.387 0.308
H -0.9043 1.8110 -5.7283 0.293 -0.075 -0.104
C 1.8341 0.1086 -6.7131 -0.528 0.703 0.412
C 2.4029 1.2552 -6.0715 -0.837 -0.290 -0.060
H 3.4689 1.4718 -5.9755 -0.352 -0.063 0.007
H 1.4350 3.0236 -5.0669 -0.036 -0.291 -0.187
H -0.3125 -0.4945 -7.0381 0.198 0.234 0.115
H 2.3883 -0.7045 -7.1876 -0.168 0.262 0.138
O -0.4151 1.6661 -1.0878 -0.963 -0.566 1.786
C -0.7967 0.9697 -0.0861 0.273 -0.408 -0.251
N -1.3440 1.3974 1.0963 0.524 1.381 -1.081
C -1.1552 0.3489 2.0940 -0.155 1.053 0.816
C -1.1183 -0.8746 1.1591 0.100 -1.156 -0.770
O -1.3963 -2.0367 1.4577 0.613 2.021 -0.426
N -0.6505 -0.3886 -0.0689 -0.320 0.200 0.120
C 0.2627 0.4664 2.7376 -0.301 -0.177 0.368
C 1.0550 -0.6623 2.9456 0.037 -0.351 0.104
C 2.3595 -0.5552 3.4429 -0.399 0.351 -0.048
C 2.8160 0.7045 3.8377 0.114 0.173 -0.109
C 2.0052 1.8427 3.7278 -0.572 -0.247 -0.336
C 0.7318 1.7122 3.1631 -0.031 -0.289 0.050
C -2.3262 0.3859 3.0729 0.418 -0.162 0.352
C -2.1094 0.1761 4.4423 -0.363 -0.212 -0.200
C -3.1954 -0.1239 5.2762 0.033 0.170 -0.562
C -4.4847 -0.1240 4.7244 0.136 -0.074 0.034
C -4.7193 0.2679 3.3952 0.744 -0.028 0.302
C -3.6251 0.5460 2.5740 -0.054 -0.208 0.478
H -1.2796 2.4020 1.2774 0.024 -0.683 0.247
H 0.6246 -1.6542 2.7822 0.243 0.322 -0.296
H 2.9910 -1.4552 3.4946 -0.327 0.599 0.161
H 3.8200 0.8150 4.2284 0.007 -0.029 0.001
H 2.3237 2.8423 4.0398 0.116 -0.532 -0.019
H 0.0394 2.5508 3.0942 0.401 0.080 -0.015
H -1.0919 0.2373 4.8383 -0.366 -0.316 -0.144
H -3.0036 -0.3949 6.3234 -0.290 0.209 -0.499
H -5.3115 -0.4573 5.3397 -0.072 0.171 0.010
H -5.7242 0.3243 2.9814 0.166 -0.015 0.232
H -3.7632 0.8950 1.5550 -0.008 -0.326 0.036
```
Forces are in eV/Å.

Values from the calculation:
- E_tot: -63771.0938 eV
- Spin multiplicity: 6
- Total charge: -1
- Max |F|: 2.155 eV/A
- HOMO-LUMO gap (spin up / spin down): 0.1947 / 0.1948 Eh
- Lowest unoccupied orbital energy (spin up / spin down): 2.225 / 2.225 eV

This record from the OMol25 dataset describes the ion C3H8NO with charge +1 in a non-equilibrium geometry. The level of theory is ωB97M-V/def2-TZVPD.

```
13
Properties=species:S:1:pos:R:3:forces:R:3
N -0.8089 1.0943 0.3992 -1.087 3.628 -3.032
C 0.2259 0.7046 -0.6317 -1.392 -0.633 -0.676
C 0.4587 -0.7632 -0.6394 -0.560 -0.637 -1.261
C 0.2081 -1.4154 0.6205 1.805 -0.306 6.982
O 0.2357 -0.7725 1.7412 -0.476 -2.261 -4.257
H -0.9807 2.1514 0.3888 -0.358 -1.599 -0.842
H -1.6801 0.5723 0.2879 0.027 0.245 0.524
H -0.3974 1.0614 1.2841 0.736 -1.595 2.181
H 1.0943 1.0516 -0.2241 2.268 1.771 0.714
H 0.1087 1.0021 -1.6955 -0.589 0.609 1.116
H -0.1618 -1.3200 -1.3330 0.076 0.092 -0.753
H 1.5108 -0.8027 -0.9485 -0.149 -0.953 0.051
H 0.1867 -2.5638 0.7505 -0.300 1.640 -0.746
```
Forces are in eV/Å.

Values from the calculation:
- E_tot: -6770.0929 eV
- Total charge: +1
- Max |F|: 7.218 eV/A
- HOMO-LUMO gap: 0.3964 Eh
- Lowest unoccupied orbital energy: -4.055 eV

This record from the OMol25 dataset describes the ion C4H10N with charge +2 in a non-equilibrium geometry. The level of theory is ωB97M-V/def2-TZVPD.

```
15
Properties=species:S:1:pos:R:3:forces:R:3
C 1.2572 -1.5756 1.3364 -1.436 -0.438 -0.509
C 0.2197 -1.1599 0.3492 1.491 0.797 2.337
C 0.1185 0.3715 0.2894 -1.483 -0.422 -0.547
C -1.3088 1.7554 -1.2295 -0.132 -0.410 0.991
N -0.4753 0.8161 -0.9950 0.718 -0.228 -0.780
H 1.1939 -2.5698 1.7660 -0.048 -0.435 -0.504
H 2.3525 -1.4166 1.0383 0.238 0.399 0.485
H 1.2998 -0.8133 2.1897 0.723 0.430 -0.252
H 0.4995 -1.7372 -0.5792 -0.294 -0.279 -0.185
H -0.7576 -1.6039 0.6721 -0.009 -0.323 -0.752
H -0.6400 0.5802 1.0474 0.267 0.511 0.271
H 1.0383 0.9286 0.4763 0.028 -0.135 -0.036
H -1.7407 2.2418 -0.3603 -0.062 0.335 -0.153
H -1.6198 2.0014 -2.2378 0.109 -0.028 -0.093
H -0.0725 0.3273 -1.7932 -0.110 0.228 -0.274
```
Forces are in eV/Å.

Values from the calculation:
- E_tot: -5777.0220 eV
- Spin multiplicity: 2
- Total charge: +2
- Max |F|: 2.884 eV/A
- HOMO-LUMO gap (spin up / spin down): 0.4865 / 0.2528 Eh
- Lowest unoccupied orbital energy (spin up / spin down): -9.265 / -15.644 eV

This record from the OMol25 dataset describes a structure of composition C11H15BrClNdO2Ti in a non-equilibrium geometry. The level of theory is ωB97M-V/def2-TZVPD.

```
32
Properties=species:S:1:pos:R:3:forces:R:3
Ti -2.6401 -0.6312 -0.3714 2.237 -1.340 1.280
Cl -4.5365 -0.8184 0.6968 -1.672 -0.117 1.005
C -2.7544 -1.6357 -2.1392 -0.037 -0.420 -0.978
C -2.1459 1.3275 -0.7242 0.541 1.034 -0.135
H -2.6973 -0.9266 -2.9820 -0.118 -0.342 -0.020
H -1.8957 -2.3238 -2.1766 -0.180 0.065 -0.169
H -3.6978 -2.2068 -2.1679 0.289 0.111 -0.222
H -2.9342 1.4656 -1.4891 0.281 0.259 0.156
H -1.1663 1.5922 -1.1704 -0.410 0.276 -0.077
H -2.4010 1.9647 0.1425 0.008 0.201 -0.213
Nd 0.1393 0.9448 0.8705 -1.191 -1.602 -0.590
C 1.3073 1.1437 -1.2359 0.455 0.296 -0.313
C -0.3425 -1.4068 0.8119 -4.550 1.793 -1.284
H 1.2513 0.3126 -1.9536 -0.061 0.129 0.072
H 1.0518 2.0768 -1.7685 0.100 -0.137 -0.071
H 2.3621 1.2290 -0.9202 -0.083 0.005 -0.157
H -0.5428 -2.2607 0.1627 0.383 -0.210 -0.502
H -0.7270 -1.7699 1.7686 0.396 0.108 0.617
Br 2.0897 -1.5837 0.6802 2.777 -0.291 1.721
C 3.1537 -1.5566 2.3522 0.328 -0.112 -1.305
C 4.0869 -2.5408 2.6180 0.298 -0.286 0.471
C 4.7388 -2.5354 3.8598 -0.343 0.304 -0.107
C 4.4439 -1.5412 4.8049 0.048 -0.142 -0.095
C 3.5073 -0.5461 4.5164 0.062 -0.278 -0.314
C 2.8774 -0.5585 3.2766 -0.204 0.129 -0.005
C 1.8489 0.4434 2.8564 -1.196 0.827 -0.482
O 2.1843 1.3891 2.0494 0.084 -0.822 1.364
O 0.6166 0.2286 3.1390 1.811 0.393 0.296
H 4.2970 -3.3041 1.8655 -0.019 0.244 0.313
H 5.4735 -3.3080 4.0818 -0.137 0.182 0.001
H 4.9446 -1.5475 5.7718 -0.080 -0.006 -0.201
H 3.2446 0.2410 5.2226 0.184 -0.249 -0.057
```
Forces are in eV/Å.

Values from the calculation:
- E_tot: -136700.6126 eV
- Spin multiplicity: 5
- Total charge: -1
- Max |F|: 5.056 eV/A
- HOMO-LUMO gap (spin up / spin down): 0.1737 / 0.1755 Eh
- Lowest unoccupied orbital energy (spin up / spin down): 2.337 / 2.334 eV

This record from the OMol25 dataset describes a structure of composition C8H47F6N3O22S2 in a non-equilibrium geometry. The level of theory is ωB97M-V/def2-TZVPD.

```
88
Properties=species:S:1:pos:R:3:forces:R:3
C 2.1805 1.5483 2.3068 -0.373 0.425 -0.977
C 0.9611 0.6628 2.0945 0.289 -0.321 0.877
N 0.8111 0.1490 0.7128 -0.173 0.156 -3.109
C 0.1594 -0.9960 0.2888 -1.568 -0.777 -0.491
C -0.0845 -0.9831 -1.0842 1.514 1.619 1.362
N 0.5145 0.1951 -1.5493 1.340 -0.762 3.081
C 1.0425 0.8396 -0.4294 -0.812 -0.239 -1.491
C 0.6732 0.5535 -2.9846 -1.015 0.884 1.205
H 1.9748 2.4879 1.7941 0.642 0.045 -0.442
H 3.0334 0.9847 1.9285 0.261 0.543 -0.093
H 2.3883 1.8808 3.3238 -0.418 -0.667 0.204
H 0.0312 1.1831 2.3239 0.019 -0.239 0.222
H 1.1463 -0.1891 2.7488 -0.715 -0.255 -0.187
H -0.2727 -1.6830 1.0013 0.292 -0.061 -0.020
H -0.5811 -1.6189 -1.8023 0.029 -0.330 0.471
H 1.4407 1.8426 -0.4732 0.260 -0.216 -0.018
H 1.5510 1.1935 -3.0738 -0.169 -0.159 -0.230
H -0.2597 1.1013 -3.1175 0.280 0.332 -0.909
H 0.6782 -0.3037 -3.6579 0.261 -0.095 0.481
C -0.7229 -5.8584 -8.1190 0.084 -0.138 0.560
F 0.5897 -5.7944 -7.6876 -1.661 0.411 -0.749
F -1.0652 -4.7509 -8.8310 0.720 -1.161 0.752
F -0.8135 -6.9431 -8.9020 -0.140 0.883 0.436
S -1.7750 -6.0302 -6.5050 -1.485 0.814 0.283
O -1.2873 -7.2539 -5.9107 -0.545 0.335 -0.930
O -1.5000 -4.8365 -5.7174 -0.240 -0.481 -1.239
N -3.4450 -5.9845 -7.1031 3.630 0.172 0.023
S -4.2291 -7.0771 -6.2977 -0.273 -2.103 -0.269
O -4.0164 -8.4658 -6.7576 -0.858 2.095 0.749
O -4.1179 -6.8059 -4.8823 -0.746 -0.451 0.149
C -6.0919 -6.6933 -6.7849 1.443 1.416 0.366
F -6.4179 -7.0690 -7.9898 0.066 -1.055 -1.115
F -6.8381 -7.3205 -5.9026 -0.416 -0.392 0.483
F -6.4144 -5.3746 -6.7609 0.473 -0.217 0.661
O -3.6914 3.9377 1.9788 -0.034 -0.347 0.034
H -4.2286 4.6258 2.3714 -0.228 0.161 0.036
H -2.8200 4.3267 1.9042 0.353 0.147 -0.141
O 4.7557 2.4171 -6.5647 0.024 -0.147 0.176
H 3.9298 2.4578 -7.0468 -0.196 -0.059 -0.169
H 5.1339 3.2910 -6.6623 0.160 0.201 -0.013
O 1.8443 6.8857 3.1249 0.048 -0.288 -0.261
H 1.2717 6.7824 3.8849 -0.174 -0.060 0.205
H 2.0240 7.8250 3.0857 0.068 0.288 -0.042
O -4.8134 -4.8139 1.8152 -0.137 0.258 0.008
H -5.0073 -5.6695 1.4323 -0.095 -0.237 -0.092
H -3.9716 -4.9331 2.2549 0.306 -0.080 0.056
O 5.6504 2.2703 -0.4547 -0.305 -0.153 -0.063
H 5.6791 3.1348 -0.0447 0.034 0.354 0.065
H 6.4995 1.8790 -0.2492 0.219 -0.137 0.016
O 6.9928 0.0013 5.3066 0.063 0.291 0.081
H 7.6549 -0.5759 4.9262 0.173 -0.139 -0.068
H 6.1609 -0.4373 5.1281 -0.300 -0.224 -0.028
O -2.9435 3.8469 -3.1544 0.242 -0.228 0.110
H -2.8873 4.7171 -2.7597 -0.006 0.210 0.154
H -3.5843 3.9439 -3.8589 -0.210 -0.057 -0.214
O 1.6212 5.2680 -2.9673 -0.042 -0.151 0.337
H 1.7735 6.2119 -3.0128 0.111 0.249 -0.031
H 1.1525 5.0614 -3.7759 -0.136 -0.100 -0.237
O 4.0994 -2.3845 5.0396 0.130 0.200 -0.246
H 3.9890 -3.3342 4.9956 0.038 -0.249 -0.062
H 3.7822 -2.1461 5.9107 -0.203 0.211 0.344
O -1.3037 1.6455 7.5720 0.343 -0.060 0.085
H -1.8354 1.2687 6.8709 -0.311 -0.181 -0.261
H -1.7458 2.4648 7.7945 -0.088 0.173 0.108
O 3.1700 5.0817 6.9527 -0.070 -0.106 0.151
H 2.5267 5.7383 6.6856 -0.143 0.170 0.015
H 3.7476 4.9896 6.1951 0.231 -0.062 -0.165
O -0.3119 5.3969 0.6585 -0.288 -0.218 0.119
H 0.0101 5.4966 -0.2374 0.071 -0.015 -0.344
H 0.4043 5.7156 1.2077 0.272 0.209 0.302
O -3.9146 1.1387 -0.4272 0.120 -0.311 0.052
H -3.8759 1.8559 0.2055 -0.083 0.291 0.269
H -3.5642 1.5127 -1.2357 -0.002 0.165 -0.298
O -2.2893 -5.6484 -1.2168 0.257 0.158 0.329
H -2.3510 -5.7336 -2.1682 -0.022 -0.136 -0.441
H -3.1980 -5.5900 -0.9217 -0.229 0.030 0.025
O -1.4666 -5.0264 3.7855 -0.111 -0.087 -0.210
H -0.6116 -4.7707 4.1315 0.239 -0.009 0.063
H -2.0873 -4.4468 4.2272 -0.191 0.139 0.179
O 2.2321 -0.7449 7.7865 0.192 -0.200 -0.268
H 1.5276 -0.1079 7.9053 -0.252 0.241 -0.027
H 2.4294 -1.0524 8.6712 0.075 -0.074 0.231
O 5.5099 6.1916 0.5288 0.100 -0.251 0.011
H 5.5061 6.9839 -0.0083 0.088 0.184 -0.181
H 4.6926 6.2344 1.0253 -0.211 -0.008 0.198
O -3.9001 1.1307 5.1120 0.357 -0.090 0.188
H -3.8052 1.9756 4.6723 0.014 0.221 -0.268
H -4.8064 1.1207 5.4198 -0.258 -0.100 0.088
```
Forces are in eV/Å.

Values from the calculation:
- E_tot: -96544.8033 eV
- Max |F|: 3.634 eV/A
- HOMO-LUMO gap: 0.2259 Eh
- Lowest unoccupied orbital energy: -1.280 eV

This record from the OMol25 dataset describes a cluster of 2 separate species, C12H16N2O in total in a non-equilibrium geometry. The level of theory is ωB97M-V/def2-TZVPD.

```
31
Properties=species:S:1:pos:R:3:forces:R:3
C 0.8005 -3.9175 0.9905 0.620 2.083 -0.107
C 1.1789 -2.7778 2.0467 -2.018 -0.454 -2.527
C 0.2645 -1.5834 1.8843 0.296 0.813 1.093
C 0.1950 -0.5569 2.8168 -0.189 -1.318 -0.866
N -0.9967 0.0456 2.5655 -0.672 1.314 -0.125
C -1.5494 -0.4804 1.4332 1.357 -1.516 1.571
N -0.7971 -1.5073 1.0486 -0.931 0.236 -0.684
H 1.5762 -3.8555 0.2083 0.358 -1.329 0.744
H -0.0198 -3.6660 0.3201 -0.735 0.112 0.831
H 0.5907 -4.7804 1.6092 0.451 -0.731 -0.882
H 0.8613 -3.1867 3.0034 1.169 0.110 0.335
H 2.2036 -2.5054 1.8192 0.259 -0.093 1.008
H 0.9033 -0.2867 3.5718 -0.178 0.178 0.397
H -1.4896 0.6317 3.2205 0.214 0.336 -0.271
H -2.5449 -0.2440 1.1157 -0.065 0.155 -0.245
C 2.8562 0.6038 -1.4055 -1.095 0.317 -0.925
C 1.3763 0.9951 -1.5602 0.417 -1.523 -0.632
C 0.3241 0.0862 -1.4965 0.388 -0.113 -0.463
C -0.9892 0.5260 -1.4317 -0.281 0.410 -0.371
C -1.2911 1.8635 -1.7132 1.081 0.471 0.262
O -2.4820 2.4752 -1.4549 0.130 0.276 -0.551
C -0.2622 2.7151 -2.1397 1.037 -0.935 0.912
C 1.0574 2.2752 -1.9200 -0.488 1.531 -0.138
H 3.1751 1.1858 -0.5426 0.704 -0.551 0.079
H 3.3853 0.9060 -2.3064 0.205 0.600 0.063
H 3.0695 -0.4698 -1.4227 -0.387 0.121 0.901
H 0.5370 -0.9686 -1.6540 -0.100 -0.020 0.922
H -1.7467 -0.1884 -1.1373 -0.183 0.052 -0.310
H -3.1272 1.8233 -1.2304 -0.751 -0.693 0.192
H -0.4164 3.7209 -2.4862 -0.376 0.203 0.167
H 1.8749 2.9975 -1.9693 -0.236 -0.041 -0.377
```
Forces are in eV/Å.

Values from the calculation:
- E_tot: -17729.6271 eV
- Max |F|: 3.265 eV/A
- HOMO-LUMO gap: 0.3220 Eh
- Lowest unoccupied orbital energy: 0.674 eV

- Among the records above, which one has the highest E_tot?
  C4H10N

- Number 2 is which compound?
  C3H8NO

- Among the records above, which one has the highest max |F|?
  C3H8NO